The following is a DFT calculation (ωB97M-V with the def2-TZVPD basis set) of C9H10N2 in the gas phase in a non-equilibrium geometry.

Properties
HOMO level = -8.89 eV
LUMO = -0.40 eV
Spin multiplicity = 1
Electronic energy = -458.36947 hartree
Structure (SMILES) = C/C=C1/C=CN=C1[C@@H](C)C#N
ΔE to the lowest compared entry with this formula, charge and spin = 265.0 kJ/mol

Last column: Löwdin charge in e.
Cartesian coordinates (Å):
C -1.89 0.02 -0.60  -0.2009
C 2.40 1.29 -0.23  -0.1000
C 1.09 -0.55 -0.46  -0.1949
C 0.76 -1.82 -0.50  -0.0473
C 2.39 0.00 -0.63  -0.0657
C 0.38 0.68 0.02  -0.2663
C -0.54 -2.33 -0.04  -0.1197
C -1.53 2.16 0.74  -0.0533
C -1.03 0.74 0.42  -0.3067
N -2.57 -0.53 -1.34  0.1710
N 1.09 1.73 0.01  0.1181
H 3.28 1.93 -0.12  0.1060
H 1.57 -2.55 -0.82  0.1442
H 3.33 -0.51 -0.88  0.1105
H -1.35 -2.66 -0.75  0.0869
H -1.09 -1.68 0.70  0.0635
H -0.42 -3.35 0.55  0.1151
H -2.35 2.12 1.50  0.0878
H -0.61 2.66 1.25  0.1087
H -1.86 2.56 -0.21  0.0796
H -1.06 0.10 1.36  0.1631